P.
13
Properties=species:S:1:pos:R:3 method="wB97M-V/def2-TZVPD" smiles=OCCS.O gap_ev=9.163 homo_ev=-8.7
O -0.488 0.494 -1.579
C -0.494 0.909 -0.243
C 0.899 1.373 0.196
S 1.901 -0.177 0.135
H -1.412 0.373 -1.881
H -1.166 1.776 -0.093
H -0.833 0.100 0.433
H 1.334 2.103 -0.514
H 0.869 1.851 1.194
H 1.490 -0.752 -1.015
O -0.335 -2.800 1.241
H -0.956 -2.196 1.708
H -0.809 -3.053 0.417

Q.
13
Properties=species:S:1:pos:R:3 method="wB97M-V/def2-TZVPD" smiles=COCS.O gap_ev=9.928 homo_ev=-9.4
C 0.000 0.000 0.000
O -1.290 -0.267 0.468
C -2.167 0.805 0.161
S -2.082 2.330 1.076
H 0.433 0.945 0.369
H -0.010 0.024 -1.103
H 0.643 -0.834 0.328
H -1.954 1.072 -0.892
H -3.181 0.362 0.198
H -0.774 2.657 1.025
O 5.156 -2.076 2.374
H 4.481 -1.385 2.191
H 5.479 -2.350 1.486

Calculated relative energies: P 0.0; Q 32.1, given in kJ/mol

P.
8
Properties=species:S:1:pos:R:3 method="wB97M-V/def2-TZVPD" gap_ev="8.500 / 9.884" homo_ev="-9.2 / -10.0"
C 0.413 0.223 0.460
C -0.876 0.388 -0.419
N 0.563 -1.172 0.303
F 1.315 1.108 -0.058
F -2.005 0.016 0.146
H 0.301 0.400 1.572
H -0.873 0.376 -1.477
H 1.162 -1.339 -0.526

Q.
8
Properties=species:S:1:pos:R:3 method="wB97M-V/def2-TZVPD" gap_ev="10.355 / 8.663" homo_ev="-10.6 / -9.4"
C 0.004 0.131 0.629
C 0.934 -0.085 -0.634
N -1.346 0.365 0.019
F -0.099 -1.102 1.158
F 1.502 1.048 -1.052
H 0.329 0.874 1.338
H 0.607 -0.741 -1.425
H -1.932 -0.490 -0.034

Calculated relative energies: P 0.0; Q 50.9, given in kJ/mol

P.
14
Properties=species:S:1:pos:R:3 method="wB97M-V/def2-TZVPD" smiles=[O-]CCCC[O-] gap_ev=6.590 charge=-2 homo_ev=0.9
O -0.848 -1.743 2.490
C -0.018 -1.052 1.677
C -0.634 -0.103 0.552
C 0.302 0.706 -0.301
C 0.187 0.670 -1.910
O 0.218 1.880 -2.456
H 0.669 -0.387 2.221
H 0.671 -1.773 1.154
H -1.357 0.502 1.110
H -1.293 -0.707 -0.117
H 0.398 1.789 -0.102
H 1.315 0.329 -0.012
H -0.654 -0.122 -2.013
H 1.042 0.012 -2.293

Q.
14
Properties=species:S:1:pos:R:3 method="wB97M-V/def2-TZVPD" smiles=[O-]CCCC[O-] gap_ev=6.503 charge=-2 homo_ev=1.0
O -0.349 2.769 -1.307
C -0.226 1.438 -1.138
C 0.095 0.928 0.317
C 0.641 -0.529 0.454
C -0.386 -1.704 0.530
O 0.144 -2.797 1.215
H 0.501 0.818 -1.727
H -1.197 0.901 -1.352
H 0.982 1.489 0.647
H -0.723 1.290 0.954
H 1.240 -0.582 1.362
H 1.200 -0.696 -0.472
H -1.293 -1.360 1.043
H -0.628 -1.964 -0.525

Calculated relative energies: P 6.6; Q 0.0, given in kJ/mol

P.
11
Properties=species:S:1:pos:R:3 method="wB97M-V/def2-TZVPD" gap_ev="4.546 / 3.178" homo_ev="-6.4 / -5.7"
C -0.419 -1.349 -0.036
C 1.748 -0.549 0.454
C -2.383 -0.081 0.409
N -1.761 -1.222 0.176
O -0.080 -2.348 -0.663
O 0.348 -0.345 0.305
I -4.398 0.135 -0.007
H 2.145 0.394 0.021
H 2.105 -1.497 0.013
H -1.745 0.827 0.317
H -2.284 -1.965 -0.042

Q.
11
Properties=species:S:1:pos:R:3 method="wB97M-V/def2-TZVPD" gap_ev="10.353 / 5.872" homo_ev="-10.0 / -7.4"
C -0.719 0.401 -0.823
C -0.657 -0.882 0.071
C 1.483 -0.079 0.460
N -1.301 1.480 -0.422
O 0.709 -1.156 0.291
O -2.014 1.504 0.613
I 3.485 -0.204 -0.017
H 0.052 0.460 -1.692
H -1.145 -0.629 1.062
H -0.950 -1.721 -0.412
H 1.059 0.826 0.868

Calculated relative energies: P 0.0; Q 9.5, given in kJ/mol